(1)
DFT (wB97M-V/def2-TZVPD) results for 2 unconnected molecules or ions with the total composition C2H5N3O2.

The calculation puts the total energy at -393.70188 Eh. The calculation puts the HOMO energy (spin up / spin down) at -8.31 / -7.55 eV. The calculation puts the energy above the lowest of the compared OMol25 structures with the same formula, charge and spin at 833.3 kJ/mol.

Each line ends with the natural charge from an NBO analysis.
Positions of all 12 atoms, in Å:
C: -0.6319 -0.5967 0.3786  0.44
C: 0.3763 0.3621 0.0076  0.45
N: -0.7620 -0.9197 1.5930  -0.67
N: -0.7109 -0.2320 -1.8160  -0.03
N: 1.5929 0.5544 0.6406  -0.79
O: -1.3016 -1.0214 -0.7444  -0.34
O: 0.4625 0.4596 -1.2979  -0.36
H: -0.8579 2.0180 0.1750  -0.22
H: -1.5800 -1.5889 1.9131  0.38
H: -0.3529 -1.0016 -2.5177  0.35
H: 1.5789 0.8249 1.5927  0.41
H: 2.1866 1.1412 0.0753  0.39

(2)
DFT (wB97M-V/def2-TZVPD) results for a single C2H5N3O2 molecule.

The calculation puts the total energy at -393.98525 Eh. The calculation puts the HOMO energy at -10.04 eV. The calculation puts the energy above the lowest of the compared OMol25 structures with the same formula, charge and spin at 89.3 kJ/mol. The structure (SMILES) is NC(=O)NC(N)=O.

Each line ends with the natural charge from an NBO analysis.
Positions of all 12 atoms, in Å:
N: 0.5748 2.3550 0.4803  -0.87
C: 0.4374 0.9478 0.7298  0.80
O: 0.5833 0.4900 1.8487  -0.55
N: -0.1641 0.2654 -0.4050  -0.69
C: -0.3247 -1.0367 -0.6431  0.77
N: -1.4413 -1.3503 -1.4527  -0.87
O: 0.5609 -1.8893 -0.3545  -0.62
H: 1.1189 2.5918 -0.4091  0.40
H: 0.9162 2.8292 1.3324  0.41
H: -1.0317 0.8372 -0.8169  0.41
H: -1.2647 -2.3406 -1.7693  0.42
H: -2.3545 -1.0814 -1.1693  0.39

(3)
DFT (wB97M-V/def2-TZVPD) results for 2 unconnected molecules or ions with the total composition C2H5N3O2.

The calculation puts the total energy at -393.88513 Eh. The calculation puts the HOMO energy (spin up / spin down) at -7.14 / -7.14 eV. The calculation puts the energy above the lowest of the compared OMol25 structures with the same formula, charge and spin at 352.2 kJ/mol.

Each line ends with the natural charge from an NBO analysis.
Positions of all 12 atoms, in Å:
C: -0.8953 -0.9402 0.4808  0.12
C: 1.7971 1.6719 -1.3091  1.02
N: -0.0368 -2.0269 0.7653  -0.83
N: -1.2013 1.3821 0.1214  -0.68
N: -0.5597 0.3014 0.5712  -0.22
O: 1.1375 2.4752 -1.7701  -0.48
O: 2.4523 0.8259 -0.9097  -0.54
H: -1.8939 -0.9271 0.2167  0.18
H: 0.8232 -1.7400 1.1460  0.37
H: 0.1557 -2.6435 -0.0537  0.38
H: -2.1494 1.1210 -0.2240  0.30
H: 0.3707 0.5001 0.9651  0.38

(4)
DFT (wB97M-V/def2-TZVPD) results for 2 unconnected molecules or ions with the total composition C2H5N3O2.

The calculation puts the total energy at -393.79363 Eh. The calculation puts the HOMO energy at -8.02 eV. The calculation puts the energy above the lowest of the compared OMol25 structures with the same formula, charge and spin at 592.4 kJ/mol. The structure (SMILES) is O=[NH+][O-].N=C=CN.

Each line ends with the natural charge from an NBO analysis.
Positions of all 12 atoms, in Å:
O: -2.4868 -0.7271 -0.7096  -0.37
N: -1.8539 -0.4168 0.2719  0.39
O: -1.8119 0.6718 0.8025  -0.39
H: -1.2745 -1.1782 0.7234  0.34
N: 1.5574 -1.7119 0.4220  -0.64
C: 1.2763 -0.6612 -0.1287  0.32
C: 0.7024 0.3800 -0.6753  -0.22
N: 0.5576 1.6400 -0.0795  -0.80
H: 2.5236 -2.0202 0.4894  0.37
H: 0.4495 0.3188 -1.7249  0.24
H: -0.3199 2.0871 -0.3163  0.39
H: 0.6802 1.6176 0.9251  0.37

(5)
DFT (wB97M-V/def2-TZVPD) results for a molecular structure, C2H5N3O2S.

The calculation puts the total energy at -791.99643 Eh. The calculation puts the HOMO energy at -9.24 eV. The calculation puts the energy above the lowest of the compared OMol25 structures with the same formula, charge and spin at 443.1 kJ/mol.

Each line ends with the natural charge from an NBO analysis.
Positions of all 13 atoms, in Å:
C: -0.4706 1.1341 0.1053  0.63
C: 0.3179 -0.1779 0.0767  0.27
H: -0.4143 2.9410 -0.3806  0.39
H: 1.0955 2.1567 -0.7228  0.39
H: -0.1583 -2.4141 0.2732  0.45
H: -2.6872 -1.0974 0.7981  0.11
H: 3.0032 -1.3724 0.5864  0.49
N: -0.0479 2.1029 -0.8619  -0.79
N: -0.4896 -1.3676 -0.0032  -0.81
N: 1.5654 -0.2287 0.0719  -0.21
O: -1.5787 1.2031 0.7009  -0.56
O: 2.0557 -1.5337 -0.2181  -0.55
S: -2.1910 -1.3461 -0.4258  0.20

(6)
DFT (wB97M-V/def2-TZVPD) results for a molecular structure, C2H5N3O3.

The calculation puts the total energy at -469.10292 Eh. The calculation puts the HOMO energy at -10.08 eV. The calculation puts the energy above the lowest of the compared OMol25 structures with the same formula, charge and spin at 256.7 kJ/mol.

Each line ends with the natural charge from an NBO analysis.
Positions of all 13 atoms, in Å:
C: -1.6040 0.1682 0.5790  0.94
N: -0.1478 -0.1494 -1.7510  -0.55
N: -0.7473 0.8936 1.1777  -0.90
O: -0.8152 0.9201 -1.0537  -0.61
O: -2.3815 -0.6835 0.4160  -0.48
H: -0.8785 -0.8367 -1.9405  0.35
H: 0.0974 0.2487 -2.6560  0.36
H: -0.2671 1.2426 0.0089  0.51
H: -0.6975 0.9696 2.1846  0.43
N: 1.9922 -0.8180 0.0474  -0.79
C: 2.0262 -0.7026 1.2395  0.85
O: 2.1874 -0.5503 2.3907  -0.55
H: 1.2356 -0.7023 -0.6427  0.44

(7)
DFT (wB97M-V/def2-TZVPD) results for a molecular structure, C2H5N3O3.

The calculation puts the total energy at -468.92172 Eh. The calculation puts the HOMO energy at -9.43 eV. The calculation puts the energy above the lowest of the compared OMol25 structures with the same formula, charge and spin at 732.4 kJ/mol.

Each line ends with the natural charge from an NBO analysis.
Positions of all 13 atoms, in Å:
C: 1.0322 0.3395 0.9470  0.18
C: -0.7621 -1.5863 -1.0749  0.32
H: 2.1326 1.9781 3.3049  0.48
H: 1.6196 -0.4457 1.4468  0.20
H: -0.2866 1.1263 -0.1858  0.38
H: 0.2390 -2.4759 -1.3301  0.22
H: -2.3213 0.0939 -2.9906  0.48
N: 1.2652 1.5056 1.5398  -0.17
N: 0.3014 0.2122 -0.2124  -0.33
N: -1.4730 -1.1694 -2.0289  -0.19
O: 2.1837 1.1587 2.6761  -0.61
O: -0.5448 -0.8549 0.1214  -0.42
O: -2.0962 0.1168 -2.1184  -0.53

(8)
DFT (wB97M-V/def2-TZVPD) results for a molecular structure, C2H5N3O4.

The calculation puts the total energy at -544.15076 Eh. The calculation puts the HOMO energy (spin up / spin down) at -10.65 / -10.65 eV. The calculation puts the energy above the lowest of the compared OMol25 structures with the same formula, charge and spin at 620.4 kJ/mol.

Each line ends with the natural charge from an NBO analysis.
Positions of all 14 atoms, in Å:
C: -0.7817 1.1071 0.6351  -0.74
C: 0.0660 0.0840 0.0512  0.32
N: -0.4876 -1.6284 0.6445  -0.81
N: -0.2044 -0.0983 -1.3733  0.50
N: 1.5144 0.2438 0.1985  0.51
O: -0.7307 0.8136 -1.9067  -0.32
O: 0.1834 -1.0906 -1.9347  -0.36
O: 1.9328 0.9509 -0.6714  -0.35
O: 2.1406 -0.2507 1.0920  -0.33
H: -1.4569 1.2839 -0.2955  0.29
H: -1.3986 0.6673 1.4530  0.27
H: -0.4778 2.1245 0.9578  0.27
H: 0.1009 -2.0462 1.3605  0.37
H: -0.4006 -2.1608 -0.2109  0.37

(9)
DFT (wB97M-V/def2-TZVPD) results for 2 unconnected molecules or ions with the total composition C2H5N3O4.

The calculation puts the total energy at -544.19071 Eh. The calculation puts the HOMO energy at -10.81 eV. The calculation puts the energy above the lowest of the compared OMol25 structures with the same formula, charge and spin at 515.5 kJ/mol. The structure (SMILES) is C=C([N+](=O)[O-])[N+](=O)[O-].N.

Each line ends with the natural charge from an NBO analysis.
Positions of all 14 atoms, in Å:
C: -0.0032 -0.6549 -1.2358  -0.26
C: -0.6194 0.4845 -0.8159  0.12
N: -0.4083 1.0398 0.4818  0.48
O: 0.7656 1.3131 0.8240  -0.35
O: -1.4144 1.1203 1.2058  -0.33
N: -1.5824 1.2950 -1.5110  0.51
O: -2.1778 0.7350 -2.3654  -0.34
O: -1.6860 2.4600 -1.1969  -0.35
H: 0.6691 -1.1895 -0.6314  0.27
H: -0.2402 -0.7941 -2.2777  0.24
N: 1.5991 -1.4787 1.6023  -1.10
H: 2.3550 -2.1013 1.9330  0.36
H: 0.7975 -1.6675 2.2461  0.37
H: 1.9455 -0.5617 1.7412  0.37

(10)
DFT (wB97M-V/def2-TZVPD) results for a single C2H5N3OS molecule.

The calculation puts the total energy at -716.84593 Eh. The calculation puts the HOMO energy at -9.80 eV. The calculation puts the energy above the lowest of the compared OMol25 structures with the same formula, charge and spin at 248.8 kJ/mol. The structure (SMILES) is [H]/N=C(/N)N(S)C=O.

Each line ends with the natural charge from an NBO analysis.
Positions of all 12 atoms, in Å:
H: 1.6680 1.5291 0.2357  0.39
N: 0.6253 1.7787 0.0283  -0.73
C: -0.2180 0.7682 -0.0118  0.54
N: -1.6222 1.0029 -0.0296  -0.83
N: 0.1563 -0.5639 0.1402  -0.61
S: -1.1006 -1.6815 -0.0712  0.19
C: 1.3567 -1.1647 -0.0815  0.53
O: 2.4270 -0.6335 -0.0968  -0.55
H: -1.3792 2.0757 -0.1887  0.41
H: -2.0850 0.7093 -0.9424  0.39
H: -1.1696 -1.5836 1.3335  0.15
H: 1.3414 -2.2367 -0.3157  0.14